# C20H42MnN8O4P2S2

A molecular structure, C20H42MnN8O4P2S2 (ωB97M-V/def2-TZVPD, the Open Molecules 2025 dataset).

Geometry as XYZ:
```
79
Properties=species:S:1:pos:R:3:lowdin_spin:R:1
H 1.34247 0.85888 -3.91405 0.000
H -5.65510 1.96746 0.27787 0.000
O -0.82886 0.91967 -2.29754 -0.008
N 3.63004 0.36386 0.38617 0.002
H 0.65858 -3.89557 1.00042 0.000
H -1.86936 2.92292 -5.90087 0.000
H -0.43291 3.84424 -5.48612 0.000
N 0.40054 -2.48204 2.55344 0.000
H 4.15862 -0.58304 2.20354 0.000
H 0.41679 1.68676 -6.29865 0.000
C 1.24925 -3.37582 1.75879 0.000
H 0.87068 3.87822 1.84765 0.000
C 0.57853 -0.58399 4.95631 0.000
H -4.57100 3.22917 0.72922 0.000
C 0.57943 -2.22041 -1.63093 0.006
H -0.73487 0.79933 -5.30142 0.000
C 0.68447 -3.48167 -2.19830 0.000
H 1.01183 3.19330 0.21958 0.000
H 1.68734 -4.11995 2.42321 0.000
H -2.34755 2.39879 -3.58339 0.000
C -3.65068 1.57234 0.03303 0.003
C -3.01271 -1.64492 -1.27233 0.005
H -4.83892 -0.01065 -0.53259 0.001
N -4.70520 2.29842 0.36438 0.002
H 1.28618 -1.39087 4.78126 0.000
N -0.59372 -1.66589 -1.33579 0.019
C -1.47451 3.02261 -3.77933 0.000
H 5.19321 0.79628 1.76572 0.000
C -0.96304 0.97993 3.83399 0.001
H 1.85245 2.65611 3.76663 0.000
H -0.17033 -0.91826 5.67506 0.000
H 2.43430 3.89477 1.01791 0.000
H -0.43689 -5.17198 -2.90245 0.000
H -1.24421 -3.80211 2.69069 0.000
S -2.08571 2.21877 0.22883 0.001
O -0.72640 -0.39973 1.25183 0.027
H -1.39348 1.24247 2.87271 0.000
H 2.67229 1.11411 3.48787 0.000
O 1.73476 -0.54152 1.74022 0.001
C -1.70350 -3.60394 -2.15645 0.000
H -1.24607 -2.49590 3.88806 0.000
C -0.61557 -3.19509 3.34434 0.000
H 1.65754 -3.89285 -2.42694 0.000
C 2.48720 2.10407 3.07398 0.000
H -2.61990 -4.13844 -2.36034 0.000
N -3.89060 0.33196 -0.45133 0.003
C 4.63250 -0.05647 1.37887 0.001
H -0.11707 -3.84948 4.05863 0.000
H 1.11085 0.26767 5.38078 0.000
Mn -0.75990 0.29355 -0.51758 3.799
H 4.76188 1.91904 -0.52554 0.000
H 5.32984 -0.73888 0.89474 0.000
H -1.66284 4.02879 -3.40948 0.000
H -5.18545 -1.75253 -1.27349 0.000
N -0.07665 -0.18110 3.70286 -0.001
C 0.82671 1.78067 -4.17966 0.000
C -1.73068 -2.33941 -1.59888 0.003
C -4.30762 -2.34157 -1.52482 0.001
N -2.85144 -0.46916 -0.80132 0.045
S -0.16948 2.26848 -2.75473 0.006
C -0.13386 1.70867 -5.35966 0.000
P 2.10590 0.71942 0.81592 0.010
H -0.40435 1.83131 4.22343 0.000
H 3.42760 1.27226 -1.50789 0.000
H 1.56406 2.57807 -4.30292 0.000
H -4.35473 -3.26617 -0.94679 0.000
H 3.43760 2.63497 2.98594 0.000
C -1.00839 2.95224 -5.23515 0.000
N 1.80013 2.00835 1.77705 0.001
H 2.05445 -2.82527 1.28145 0.000
P 0.25882 -0.89549 2.30682 0.006
O 1.21483 0.79366 -0.40368 0.060
H 4.89982 0.31955 -1.27222 0.000
H -4.38540 -2.60789 -2.58011 0.000
H -1.76466 0.74366 4.53519 0.000
C 4.21049 1.01680 -0.79749 0.000
H 1.45850 -1.62727 -1.40641 0.000
C -0.47622 -4.18492 -2.46140 0.003
C 1.51933 3.31864 1.17362 0.000
```

Lowest unoccupied orbital energy (alpha / beta), eV: -9.75 / -8.62
Orbital gap (alpha / beta), eV: 6.9 / 8.1
Total energy, eV: -113084.65646
Charge: +3
Expectation value of S²: 6.05
Spin multiplicity: 5
ΔE to the lowest compared entry with this formula, charge and spin, kJ/mol: 0.0
HOMO level (alpha / beta), hartree: -0.613 / -0.613